Entry 1:
The following is a DFT calculation (ωB97M-V/def2-TZVPD) of a structure of composition C3H3NO2 at a distorted geometry.

Last column: natural (NBO) charge in e.
Positions of all 9 atoms, in Å:
O -1.460 -0.993 -0.179  -0.570
O 0.440 2.014 -0.025  -0.549
N -1.227 0.501 0.068  -0.332
C 0.102 0.809 -0.124  0.562
C 0.983 -0.284 -0.182  -0.178
C 1.992 -0.876 0.098  -0.115
H 3.410 -0.938 -0.126  0.309
H -2.054 0.883 -0.222  0.396
H -2.184 -1.116 0.692  0.477

Atoms 1-3, force components in eV/Å:
-3.286 1.983 4.500
-0.251 -2.978 -0.814
2.196 -5.120 0.317

For the electronic energy, the calculation gives -321.11194 Ha. For the energy relative to the best compared isomer or geometry (same formula, charge and spin), the calculation gives 697.60 kJ/mol. The charge is 0. The HOMO energy comes out at -10.23 eV. The value obtained for the LUMO energy is -0.179 eV.

---

Entry 2:
The following is a DFT calculation (ωB97M-V/def2-TZVPD) of a structure of composition C3H3NO2 at a distorted geometry.

Last column: natural (NBO) charge in e.
Positions of all 9 atoms, in Å:
O 1.601 1.401 -1.312  -0.401
O -0.877 0.921 -0.551  -0.546
N 2.180 -1.102 0.515  -0.284
C 0.965 0.696 -0.673  0.739
C -1.431 0.061 0.172  0.122
C 1.112 -0.627 0.307  -0.105
H 0.005 -0.803 0.598  0.151
H -1.891 -0.830 -0.277  0.162
H -1.664 0.283 1.221  0.162

Atoms 1-3, force components in eV/Å:
-0.747 -0.719 0.673
-0.149 -0.222 0.180
-0.860 0.410 -0.192

For the electronic energy, the calculation gives -321.19944 Ha. For the energy relative to the best compared isomer or geometry (same formula, charge and spin), the calculation gives 467.88 kJ/mol. The charge is 0. The HOMO energy (alpha / beta) comes out at -9.41 / -9.41 eV. The value obtained for the LUMO energy (alpha / beta) is -0.565 / -0.564 eV.